The following is a quantum chemistry calculation of a cluster of 2 separate species, C5H10O2 in total in a non-equilibrium geometry, from OMol25.

Positions of all 17 atoms, in Å:
C (-2.92560, -0.32655, 0.04184)
C (-1.63144, -0.48563, 0.73417)
C (-0.57175, -1.08887, 0.17296)
O (-0.23121, -1.97796, -0.57946)
H (-3.34424, 0.68936, 0.03680)
H (-3.78652, -0.83062, 0.48722)
H (-2.84564, -0.66435, -1.00297)
H (-1.45206, 0.05796, 1.65611)
C (2.11945, 1.34758, -0.47790)
C (1.65282, 0.14588, 0.32404)
O (2.31381, -0.99892, -0.15431)
H (1.69450, 2.26239, -0.05669)
H (3.21041, 1.41474, -0.48874)
H (1.73835, 1.25519, -1.49939)
H (1.96758, 0.27463, 1.36590)
H (0.38611, 0.37303, 0.21915)
H (1.70544, -1.44784, -0.77874)

Atoms 1-6, force components in eV/Å:
-1.43 -0.17 -1.04
1.91 0.76 1.28
-3.34 -3.26 -2.61
0.65 2.78 1.94
0.84 0.19 -0.12
0.33 -0.70 0.20

The value obtained for the energy above the lowest of the compared OMol25 structures with the same formula, charge and spin is 98.0 kcal/mol. The total charge is 0. For the total energy, the calculation gives -9438.792 eV. The calculation puts the orbital gap at 8.56 eV. As for the HOMO energy: -8.52 eV.


The following is a quantum chemistry calculation of the molecule C5H10O2, from OMol25.

Positions of all 17 atoms, in Å:
C (-1.28502, -1.38657, 0.34558)
C (-0.58489, -0.15616, -0.17295)
C (0.87516, -0.32234, -0.59335)
C (1.81830, 0.26685, 0.45783)
O (1.68803, 1.66476, 0.54435)
C (-1.35717, 0.97950, -0.68017)
O (-0.86478, 1.00529, 0.65169)
H (-1.66815, -2.00525, -0.47113)
H (-0.59779, -1.99441, 0.94514)
H (-2.11574, -1.08070, 0.98585)
H (1.06830, 0.17359, -1.55109)
H (1.09062, -1.39014, -0.73338)
H (2.85910, 0.05996, 0.19015)
H (1.62066, -0.22185, 1.42787)
H (0.75423, 1.80784, 0.77524)
H (-2.43982, 0.93037, -0.75988)
H (-0.86103, 1.66925, -1.36174)

Atoms 1-6, force components in eV/Å:
-0.06 -0.05 0.02
0.06 -0.16 0.05
-0.01 0.04 -0.05
0.14 -0.38 -0.02
-0.01 0.14 0.11
-0.19 0.00 -0.29

The value obtained for the energy above the lowest of the compared OMol25 structures with the same formula, charge and spin is 50.0 kcal/mol. The total charge is 0. For the total energy, the calculation gives -9440.877 eV. The calculation puts the orbital gap at 10.87 eV. As for the HOMO energy: -9.92 eV.


The following is a quantum chemistry calculation of a structure of composition C5H10O2, from OMol25.

Positions of all 17 atoms, in Å:
C (0.66623, -2.72300, -0.47843)
O (-0.16741, -2.41453, 0.60894)
C (-0.24380, 0.65880, -0.57825)
C (-1.52412, 1.25126, -0.10697)
C (-0.26859, 2.08686, -0.11640)
C (0.65617, 1.61003, 0.98888)
O (0.55749, 0.23909, 0.52895)
H (1.71902, -2.46183, -0.29444)
H (0.35461, -2.22253, -1.41176)
H (0.60719, -3.80201, -0.64587)
H (-0.05926, 0.19127, -1.53989)
H (-2.23806, 1.49672, -0.88807)
H (-1.96008, 0.90706, 0.82872)
H (-0.16207, 3.00513, -0.67918)
H (1.68681, 1.95962, 0.88174)
H (0.32539, 1.72543, 2.02652)
H (0.05048, -1.50736, 0.87551)

Atoms 1-6, force components in eV/Å:
0.24 -0.22 -0.37
-0.01 0.19 0.17
-0.05 -0.11 -0.33
-0.14 -0.06 0.03
0.06 0.27 -0.04
0.09 0.20 0.19

The value obtained for the energy above the lowest of the compared OMol25 structures with the same formula, charge and spin is 84.9 kcal/mol. The total charge is 0. For the total energy, the calculation gives -9439.361 eV. The calculation puts the orbital gap at 10.71 eV. As for the HOMO energy: -9.73 eV.


The following is a quantum chemistry calculation of the molecule C5H10O2S in a non-equilibrium geometry, from OMol25.

Positions of all 18 atoms, in Å:
C (-2.97204, -0.41643, 0.74285)
C (-2.49169, -0.13291, -0.65181)
O (-1.05840, -0.42638, -0.70241)
C (-0.16936, 0.44164, -0.26388)
S (-0.35289, 2.06947, -0.03912)
O (0.98009, -0.23180, -0.04167)
C (2.25045, 0.56746, -0.04570)
C (3.32054, -0.52881, 0.02601)
H (-2.69994, -1.43489, 0.97641)
H (-4.05485, -0.26433, 0.79871)
H (-2.47091, 0.25311, 1.43780)
H (-2.98043, -0.76115, -1.44492)
H (-2.60378, 0.94165, -0.96556)
H (2.35659, 1.26663, -0.97292)
H (2.22760, 1.16781, 0.85823)
H (3.21892, -1.09020, 0.96612)
H (3.17398, -1.30581, -0.76419)
H (4.32611, -0.11506, 0.08604)

Atoms 1-6, force components in eV/Å:
-0.18 0.28 -0.32
0.23 1.14 -1.25
-0.35 -0.39 0.06
0.80 0.06 0.11
-0.18 -0.40 -0.07
0.08 1.42 -0.96

The value obtained for the energy above the lowest of the compared OMol25 structures with the same formula, charge and spin is 21.4 kcal/mol. The total charge is 0. For the total energy, the calculation gives -20276.765 eV. The calculation puts the orbital gap at 9.68 eV. As for the HOMO energy: -8.77 eV.


The following is a quantum chemistry calculation of the molecule C5H10O2S in a non-equilibrium geometry, from OMol25.

Positions of all 18 atoms, in Å:
O (2.22059, -1.97767, -0.27466)
C (2.76312, -0.89264, -0.28902)
O (2.48955, 0.12731, 0.54851)
C (1.10288, 0.29008, 0.86462)
C (0.29347, 0.80756, -0.30717)
C (-1.19052, 0.87526, 0.08594)
C (-2.09350, -0.09662, -0.69345)
S (-2.78762, -1.46001, 0.29726)
H (3.55936, -0.65304, -0.99993)
H (1.05300, 0.95622, 1.71766)
H (0.67996, -0.66297, 1.17589)
H (0.40230, 0.09456, -1.12139)
H (0.66777, 1.76177, -0.66260)
H (-1.28716, 0.65104, 1.14539)
H (-1.58625, 1.87832, -0.03391)
H (-2.93776, 0.42846, -1.12375)
H (-1.55348, -0.54974, -1.51707)
H (-1.79571, -1.57790, 1.18769)

Atoms 1-6, force components in eV/Å:
0.33 1.37 -0.10
-0.50 -1.48 0.30
0.08 0.23 -0.81
-0.29 -0.34 0.36
-0.14 -0.21 0.03
-0.16 -0.10 -0.11

The value obtained for the energy above the lowest of the compared OMol25 structures with the same formula, charge and spin is 19.1 kcal/mol. The total charge is 0. For the total energy, the calculation gives -20276.863 eV. The calculation puts the orbital gap at 9.99 eV. As for the HOMO energy: -9.08 eV.


The following is a quantum chemistry calculation of the molecule C5H10O2S in a non-equilibrium geometry, from OMol25.

Positions of all 18 atoms, in Å:
C (2.62733, -0.08034, 0.18818)
C (1.37518, -0.52140, -0.28003)
O (0.41720, -0.94346, 0.80551)
C (-0.73043, -1.49967, 0.24946)
S (-1.89284, -0.33176, -0.16905)
C (-0.38934, 1.05177, -0.45906)
C (-0.46208, 2.02313, 0.70270)
O (0.76121, 0.52477, -0.93295)
H (2.49342, 0.88322, 0.63980)
H (3.30035, -0.00068, -0.83304)
H (2.96132, -0.84222, 0.86908)
H (1.27790, -1.30198, -1.13920)
H (-1.09172, -2.11098, 0.90277)
H (-0.35668, -1.89013, -0.72975)
H (-0.89003, 1.37904, -1.47649)
H (-0.36255, 1.49547, 1.66626)
H (-1.46091, 2.43966, 0.73721)
H (0.46314, 2.76520, 0.68015)

Atoms 1-6, force components in eV/Å:
3.52 -0.26 -1.85
-5.30 -2.60 -0.77
3.29 0.66 -0.41
4.05 1.86 -4.69
-0.60 3.42 -0.45
-4.28 0.15 -3.02

The value obtained for the energy above the lowest of the compared OMol25 structures with the same formula, charge and spin is 84.2 kcal/mol. The total charge is 0. For the total energy, the calculation gives -20274.042 eV. The calculation puts the orbital gap at 9.27 eV. As for the HOMO energy: -8.40 eV.